Formula: C2H2NO3S
Source: the Open Molecules 2025 dataset
Level of theory: ωB97M-V/def2-TZVPD

Geometry as XYZ:
```
9
Properties=species:S:1:pos:R:3:forces:R:3:mulliken_charge:R:1
S -1.05839 -1.60979 0.20387 0.77 -0.07 -1.44 1.00
O -0.05910 -2.66801 0.36523 -0.67 1.43 -0.42 -0.53
O -1.96155 -1.72647 -0.92739 0.71 0.06 0.56 -0.53
O -1.62122 -1.09967 1.41592 0.04 0.47 0.42 -0.49
N 0.12552 1.60152 -1.02047 -1.38 1.09 -2.39 -0.50
C 1.16451 1.51452 -0.01011 3.17 -1.80 -1.39 -0.05
C 0.18038 0.48302 -0.50894 -0.07 -2.41 1.97 -0.23
H 2.33325 1.46593 -0.36467 -2.92 0.29 1.01 0.13
H 0.89660 2.03895 0.84655 0.34 0.93 1.69 0.20
```
Positions in Å, forces in eV/Å.

Highest occupied orbital energy (spin up / spin down) = -4.38 / -4.38 eV
Calculated total energy = -756.0105 a.u.
Total charge = -1
ΔE to the lowest compared entry with this formula, charge and spin = 339.80 kJ/mol
Kohn-Sham gap (spin up / spin down) = 8.0 / 8.0 eV